Here is a 12-piece molecular cluster, C63H63N9O21 overall at a distorted geometry from the OMol25 dataset. Energies are from ωB97M-V with the def2-TZVPD basis set.

Atoms and positions in Å:
1 O -2.9091 -1.7524 0.2606
2 O -0.9505 4.6819 -1.3865
3 O -6.1249 2.3273 3.9676
4 O -0.5920 -5.5348 -1.2208
5 O -4.6677 -0.6635 -0.2532
6 O 4.7971 -4.2626 -0.9113
7 O 2.3484 3.5207 -0.0781
8 O -1.7533 8.4939 1.1365
9 O -0.1250 7.5041 0.1582
10 O -4.8656 -3.2373 -3.9088
11 O 0.9726 -2.6998 1.3890
12 O -6.8642 -2.4675 -3.8427
13 O 2.0506 2.3144 3.5461
14 O -1.0371 2.7545 -2.2867
15 O 0.5145 2.4928 5.0256
16 O -6.4344 4.1732 2.8923
17 O 8.3257 -3.0551 -2.8165
18 O 1.9453 -0.0613 -1.3026
19 O 7.2867 -4.3001 -4.2325
20 O 3.2975 5.3616 0.4721
21 O 1.0087 -4.8275 1.4845
22 N -4.0867 -1.7089 -0.0393
23 N 1.2750 1.8331 4.3496
24 N 3.3162 4.1703 0.2675
25 N 7.3700 -3.3440 -3.5042
26 N -5.9061 3.0929 3.0493
27 N -0.5013 3.8243 -2.1007
28 N -5.6589 -2.3191 -3.8352
29 N 0.4686 -3.7689 1.6924
30 N -1.0209 7.5334 0.9744
31 C -6.3195 -5.2987 -0.1021
32 C 5.8293 1.4325 -0.1651
33 C -2.5361 -5.1225 3.3913
34 C 1.0515 -0.1184 -0.4819
35 C -1.2523 -3.8634 -2.8027
36 C 4.5802 3.4548 0.2821
37 C 4.9851 -2.9612 -3.7467
38 C -4.8605 -2.9339 -0.0825
39 C 1.3609 -2.3249 5.1331
40 C 0.2363 -0.1827 5.2904
41 C -4.2407 -4.1347 0.2538
42 C -6.1929 -2.9295 -0.4620
43 C 1.2882 5.3705 -2.7872
44 C -2.4708 5.2670 3.5380
45 C 6.9727 3.4730 0.5719
46 C -2.7770 2.1025 0.3650
47 C -5.4045 1.4066 -3.8428
48 C 4.0310 -0.7787 -3.3801
49 C -4.8922 2.6899 2.0699
50 C -5.1445 -0.9642 -3.6973
51 C 2.8634 3.1611 -3.5146
52 C 5.2920 -0.2621 -3.1630
53 C -4.9781 -5.3153 0.2486
54 C -6.9120 -4.1050 -0.5026
55 C -4.7004 3.4591 0.9215
56 C 2.2050 -0.4230 3.9266
57 C 1.5593 2.9748 -3.0664
58 C 4.4726 -4.1378 1.4196
59 C -1.6741 4.1335 3.3635
60 C 2.2963 -1.7627 4.2788
61 C 1.1891 -4.4575 -2.3935
62 C -1.2637 6.3398 1.7834
63 C -3.2631 0.4812 -3.3595
64 C 5.7298 4.1244 0.6309
65 C 6.4113 -1.0655 -3.1639
66 C 0.3471 -1.5114 5.6418
67 C -3.8133 -0.7903 -3.3661
68 C -2.9681 1.3353 1.5056
69 C 1.2442 0.3818 4.4986
70 C 3.3617 4.4569 -3.5640
71 C -0.4293 5.2528 1.6005
72 C 0.8104 4.0781 -2.6741
73 C -0.2584 -4.7231 -2.0426
74 C -2.5685 -2.7249 3.6235
75 C -0.6527 4.1560 2.4162
76 C 2.5635 5.5598 -3.2988
77 C 1.1253 0.6066 0.8300
78 C -1.3869 -5.0391 2.6320
79 C 4.4731 -3.5705 0.0252
80 C -3.1142 -3.9681 3.8975
81 C 3.8691 -2.1430 -3.5807
82 C -5.9171 0.1369 -4.0326
83 C -4.0199 1.6516 2.3399
84 C 4.1890 -2.1098 -0.1623
85 C 6.9907 2.1378 0.1974
86 C -0.8523 -3.7924 2.3244
87 C -0.3387 -0.5487 -0.8944
88 C -3.6610 3.1344 0.0782
89 C -2.3073 6.3460 2.7059
90 C 4.6499 2.1255 -0.1417
91 C -1.4417 -2.6322 2.8047
92 C 6.2375 -2.4182 -3.4501
93 C -4.0515 1.5972 -3.5451
94 H 2.9322 6.5598 -3.4747
95 H -2.9320 7.2233 2.7885
96 H 0.3925 5.1659 0.9057
97 H 5.3676 0.8049 -2.9855
98 H 2.1160 0.7360 1.2590
99 H 3.5228 -3.9592 1.9280
100 H 0.6823 1.5802 0.6087
101 H 7.4100 -0.6779 -3.0210
102 H -0.8712 -5.9323 2.3061
103 H 5.0424 -1.4414 -0.0408
104 H -4.1039 1.1268 3.2851
105 H 2.9754 -0.0061 3.2911
106 H -4.4541 -6.2165 0.5351
107 H 5.6866 5.1340 1.0181
108 H -6.9934 0.1124 -4.1488
109 H 3.3918 -1.7544 0.4967
110 H -1.0366 0.2630 -1.0692
111 H 3.4950 2.2886 -3.6053
112 H 3.7819 -1.9082 -1.1537
113 H 1.3527 -4.6323 -3.4595
114 H 5.9329 0.4044 -0.4756
115 H -4.0476 -4.1102 4.4291
116 H 1.3785 -3.4007 5.2471
117 H 3.0522 -2.3760 3.8082
118 H -3.5597 3.7268 -0.8225
119 H -3.6444 2.5922 -3.4301
120 H -2.2316 0.6047 -3.0540
121 H 1.5131 -3.4459 -2.1484
122 H -6.7456 -2.0137 -0.6297
123 H 0.6115 6.1898 -2.5856
124 H 0.5598 0.0186 1.5574
125 H 1.1524 1.9754 -3.0020
126 H -1.7874 3.2841 4.0218
127 H 1.8210 -5.1852 -1.8820
128 H -0.5259 0.4850 5.6659
129 H 4.9214 -4.0084 -3.9951
130 H 4.3276 4.6286 -4.0275
131 H -3.0412 -1.8305 4.0039
132 H -1.0492 -1.6784 2.4782
133 H -0.4468 -1.8481 6.2974
134 H 0.0299 3.3173 2.4494
135 H 4.6387 -5.2092 1.3607
136 H -3.1796 -1.6489 -3.1876
137 H -6.9077 -6.2060 -0.0657
138 H -0.9333 -3.8433 -3.8424
139 H -5.3663 4.2893 0.7356
140 H -7.9458 -4.1032 -0.8170
141 H 7.9642 1.6601 0.1922
142 H -0.6178 -1.3499 -0.2132
143 H 7.9012 3.9937 0.7453
144 H -3.2188 5.2530 4.3202
145 H -6.0713 2.2567 -3.8965
146 H 3.7117 1.6560 -0.4279
147 H -2.0638 1.7945 -0.3825
148 H -1.2273 -2.8378 -2.4296
149 H 3.1344 -0.1780 -3.2940
150 H -0.2213 -0.9847 -1.8922
151 H -2.3220 0.5084 1.7651
152 H -2.9133 -6.1123 3.6091
153 H -3.2072 -4.1362 0.5736
154 H -2.2348 -4.2882 -2.6001
155 H 5.2158 -3.6072 2.0206
156 H 2.8535 -2.4928 -3.7137

* LUMO: -0.04282 Ha
* SMILES: O=[N+]([O-])c1ccccc1.O=[N+]([O-])c1ccccc1.O=[N+]([O-])c1ccccc1.O=[N+]([O-])c1ccccc1.O=[N+]([O-])c1ccccc1.O=[N+]([O-])c1ccccc1.O=[N+]([O-])c1ccccc1.O=[N+]([O-])c1ccccc1.O=[N+]([O-])c1ccccc1.CC(C)=O.CC(C)=O.CC(C)=O
* maximum force: 2.3 eV/Å
* E_HOMO: -9.505 eV
* HOMO-LUMO gap: 8.34 eV

Here is a 4-piece molecular cluster, C3H11N2O3 overall at a distorted geometry from the OMol25 dataset. Energies are from ωB97M-V with the def2-TZVPD basis set.

Atoms and positions in Å:
1 O -0.2209 3.0169 -1.3024
2 O 2.2379 3.4190 1.4498
3 O -2.1383 -4.0686 0.0262
4 N 0.3197 0.4003 -0.3396
5 N -0.6638 -1.4844 -0.2956
6 C 0.8870 -0.3195 0.6671
7 C 0.2953 -1.5299 0.6714
8 C -0.6115 -0.3230 -0.9377
9 H 2.4705 3.1353 2.3360
10 H -0.9250 3.1133 -1.9533
11 H 0.3219 -2.2977 1.4243
12 H -2.8739 -4.2257 0.6332
13 H -1.3807 0.0203 -1.5792
14 H 0.5021 3.5528 -1.6503
15 H 0.4705 1.3912 -0.5393
16 H -2.1796 -4.7963 -0.6018
17 H 1.7765 -0.0201 1.1954
18 H -1.2353 -2.2114 -0.6420
19 H 1.2866 3.5292 1.4210

* LUMO: -0.09971 Ha
* maximum force: 1.7 eV/Å
* E_HOMO: -14.182 eV
* HOMO-LUMO gap: 11.47 eV
* net charge: +1

Here is a 2-piece molecular cluster, Cl2H2NO2PS overall at a distorted geometry from the OMol25 dataset. Energies are from ωB97M-V with the def2-TZVPD basis set.

Atoms and positions in Å:
1 Cl -3.9934 -1.5814 1.4886
2 Cl -0.6490 3.5958 -0.7100
3 S -1.2020 -2.2595 -0.8957
4 P -2.6879 -0.2205 -0.6516
5 O -3.7475 -0.3265 -1.6400
6 O -2.8840 -0.3256 0.9273
7 N -1.6874 1.0510 -0.5765
8 H -1.0693 1.1065 0.1386
9 H -1.3941 1.4216 -1.4803

* LUMO (alpha / beta): -0.08018 / -0.16249 Ha
* maximum force: 4.1 eV/Å
* E_HOMO (alpha / beta): -9.264 / -9.694 eV
* HOMO-LUMO gap (alpha / beta): 7.08 / 5.27 eV

In Eh, the E values for the records above are, in order, -4510.49893, -455.93006, -1866.24065.